1.
{"formula": "C2H8N2S", "method": "ωB97M-V with the def2-TZVPD basis set", "species": ["H", "N", "C", "N", "H", "H", "H", "C", "S", "H", "H", "H", "H"], "coordinates": [[0.805110, -2.389692, 0.568365], [0.650333, -1.396985, 0.468124], [1.644070, -0.676408, 0.158864], [1.604788, 0.695629, 0.225514], [2.597000, -1.128287, -0.113608], [2.248388, 1.100829, 0.887361], [0.647936, 0.966572, 0.506692], [-1.921983, 0.785464, -0.767610], [-1.727742, 0.218494, 0.942168], [-2.975132, 0.911010, -1.014906], [-1.408268, 1.717598, -0.981388], [-1.518075, 0.078247, -1.486163], [-0.646423, -0.882469, 0.606589]], "forces_ev_per_angstrom": [[0.2, -0.1, -0.7], [-0.4, -0.9, -0.1], [0.9, 0.1, 0.8], [-1.3, -0.1, -0.2], [0.2, 0.1, 0.2], [0.5, 0.0, -0.3], [0.3, 0.1, -0.1], [-0.2, 0.1, -0.5], [0.4, -0.6, -0.3], [0.0, 0.1, 0.1], [0.0, 0.3, 0.2], [0.0, -0.3, 0.0], [-0.7, 1.3, 0.8]], "mulliken_charge": [0.1788, -0.3955, 0.1056, -0.4728, 0.3649, 0.2534, 0.1643, -0.8001, -0.4445, 0.3003, 0.2817, 0.2772, 0.1868], "lumo_energy_ev": 0.658, "homo_lumo_gap_ev": 8.44, "smiles": "[H]/N=C/N.CS", "fmax_ha_per_bohr": 0.0326, "e_homo_ev": -7.786}

2.
{"formula": "C2H8N2S2", "method": "ωB97M-V with the def2-TZVPD basis set", "species": ["H", "N", "C", "N", "H", "H", "H", "C", "S", "S", "H", "H", "H", "H"], "coordinates": [[0.746192, 0.591523, 1.241743], [0.872240, 1.597415, 1.112431], [-0.165644, 2.061400, 0.541649], [-1.358512, 1.422163, 0.278540], [-0.388953, 3.128714, 0.654708], [-1.430395, 0.416748, 0.143238], [-2.056370, 1.894618, -0.273897], [0.910232, -2.170789, 0.147924], [-0.692486, -1.801910, -0.599246], [-0.088397, -0.825462, -2.317988], [1.269119, -1.382080, 0.808809], [1.673364, -2.272094, -0.616772], [0.807920, -3.092069, 0.720638], [-0.098309, 0.431823, -1.841775]], "forces_ev_per_angstrom": [[0.3, -0.1, -0.2], [-0.1, -0.2, -0.5], [-1.4, 0.4, 2.1], [-0.4, -0.6, -0.8], [0.8, 0.2, -0.9], [0.5, 0.1, 0.3], [0.2, 0.3, 0.1], [0.3, 0.1, 0.4], [0.3, 0.0, -0.5], [-0.3, -0.1, 0.2], [-0.2, 0.0, 0.1], [-0.1, -0.3, -0.2], [0.0, 0.0, -0.1], [0.1, 0.0, 0.0]], "mulliken_charge": [0.2222, -0.5880, 0.0509, -0.3340, 0.2992, 0.1188, 0.2362, -0.6453, -0.1323, -0.1685, 0.1926, 0.3060, 0.2939, 0.1484], "lumo_energy_ev": 0.359, "homo_lumo_gap_ev": 9.79, "smiles": "[H]/N=C\\N.CSS", "fmax_ha_per_bohr": 0.0489, "e_homo_ev": -9.429}

3.
{"formula": "C2H8N2S2", "method": "ωB97M-V with the def2-TZVPD basis set", "species": ["C", "S", "S", "H", "H", "H", "H", "N", "C", "N", "H", "H", "H", "H"], "coordinates": [[2.234443, 1.349910, 0.930615], [2.313270, -0.162841, 0.021861], [0.343347, -0.860251, 0.548393], [1.806276, 2.123718, 0.296037], [1.649440, 1.313817, 1.843842], [3.262205, 1.579390, 1.211211], [-0.016844, -1.459479, -0.617162], [-3.128667, 0.257762, 0.281896], [-2.272906, 0.307382, -0.725200], [-2.588751, -0.165650, -1.910862], [-3.987224, -0.262610, 0.332481], [-2.765125, 0.716565, 1.106278], [-1.320123, 0.828277, -0.607217], [-3.291942, 0.397293, -2.400711]], "forces_ev_per_angstrom": [[-0.1, 0.9, 0.0], [-1.1, -1.3, 0.1], [0.7, 0.0, -0.4], [0.2, 0.2, 0.1], [0.0, -0.4, 0.1], [0.0, 0.2, -0.1], [0.3, 0.2, 0.2], [2.3, 0.7, -0.1], [-2.0, 0.5, 0.5], [0.2, -0.3, -0.5], [-0.2, -0.1, -0.3], [-0.4, -0.3, 0.4], [0.1, -0.2, 0.2], [0.1, -0.2, -0.3]], "lowdin_spin": [0.0014, 0.0114, 0.0385, 0.0004, 0.0001, 0.0000, 0.0015, 0.0249, 0.1093, 0.7596, 0.0015, 0.0022, 0.0259, 0.0234], "multiplicity": 2, "lumo_energy_ev": [-4.850, -7.341], "homo_lumo_gap_ev": [7.12, 4.54], "s_squared": 0.76, "charge": 1, "fmax_ha_per_bohr": 0.0464, "e_homo_ev": [-11.971, -11.882]}

4.
{"formula": "C2H8N3", "method": "ωB97M-V with the def2-TZVPD basis set", "species": ["C", "N", "C", "N", "N", "H", "H", "H", "H", "H", "H", "H", "H"], "coordinates": [[0.102145, 0.821097, 1.768098], [0.736045, 0.465784, 0.461314], [-0.067857, -0.178081, -0.427667], [0.409659, -0.198122, -1.711689], [-1.032400, -1.028736, -0.126120], [0.760641, 0.935499, 2.630384], [-0.720537, 0.140579, 1.986303], [-0.472962, 1.765830, 1.694843], [1.265878, 1.212429, 0.025377], [1.169039, 0.433597, -1.864326], [-0.172065, -0.525864, -2.456091], [-1.829943, -1.178064, -0.723876], [-1.216989, -1.343579, 0.839255]], "forces_ev_per_angstrom": [[-1.0, 1.0, -0.1], [-2.1, -0.1, 0.8], [2.9, -0.7, -1.6], [-1.0, 0.7, 2.0], [-1.3, -0.3, 1.8], [0.3, -0.5, -0.5], [0.6, -0.3, 0.2], [0.6, -0.1, -0.3], [0.2, -0.2, 0.3], [0.1, 0.2, -0.8], [0.1, -0.1, -0.4], [0.3, -0.1, -0.5], [0.3, 0.7, -0.9]], "mulliken_charge": [-0.8266, -0.2186, 0.6775, -0.3520, -0.3755, 0.2912, 0.2584, 0.3178, 0.2938, 0.1930, 0.2262, 0.2524, 0.2623], "lumo_energy_ev": -3.440, "homo_lumo_gap_ev": 11.79, "smiles": "CNC(N)=[NH2+]", "charge": 1, "fmax_ha_per_bohr": 0.0654, "e_homo_ev": -15.235}

5.
{"formula": "C2H8N3", "method": "ωB97M-V with the def2-TZVPD basis set", "species": ["C", "N", "N", "C", "N", "H", "H", "H", "H", "H", "H", "H", "H"], "coordinates": [[-0.826426, -2.560779, -0.069176], [-1.000052, -1.169912, -0.346405], [-0.002617, -0.222949, 0.221686], [-0.180713, 1.097441, -0.260326], [0.993906, 1.860322, 0.282686], [0.050828, -2.910638, 0.452532], [-0.514844, -2.866748, -1.063532], [-1.856641, -3.101398, 0.132360], [-1.207205, 1.572049, 0.076853], [-0.291438, 1.202805, -1.407706], [1.474495, 2.272865, -0.518711], [1.586193, 1.033115, 0.806987], [0.589940, 2.631863, 0.825355]], "forces_ev_per_angstrom": [[-1.0, -0.6, -0.4], [4.7, 6.0, 3.1], [-4.7, -6.8, -2.7], [-3.7, 0.9, -1.8], [0.1, -1.8, 0.2], [-0.1, 0.3, 1.2], [-0.5, -0.4, -0.8], [2.2, 1.3, -0.2], [2.1, -0.7, -0.1], [0.8, -0.3, 1.7], [0.6, -0.1, 0.3], [-1.5, 2.7, -1.1], [0.9, -0.4, 0.6]], "mulliken_charge": [-0.6502, -0.2099, -0.2782, -0.2762, -0.2928, 0.3712, 0.3051, 0.2741, 0.2937, 0.3135, 0.3600, 0.4225, 0.3672], "lumo_energy_ev": [-5.039, -5.038], "homo_lumo_gap_ev": [9.37, 9.37], "smiles": "C/N=N/C[NH3+]", "charge": 1, "fmax_ha_per_bohr": 0.1688, "e_homo_ev": [-14.411, -14.411]}

6.
{"formula": "C2H8N3", "method": "ωB97M-V with the def2-TZVPD basis set", "species": ["C", "C", "N", "N", "N", "H", "H", "H", "H", "H", "H", "H", "H"], "coordinates": [[-1.982510, -0.866861, 1.429970], [1.303646, 1.186514, -1.029548], [-0.582087, 0.965322, 0.272418], [0.697874, -0.836394, -0.148985], [0.373426, 0.430698, -0.286194], [-1.954178, -1.088673, 0.420742], [-2.695935, -0.100968, 1.840360], [-1.124813, -0.970681, 1.982722], [1.245035, 0.679589, -1.946254], [2.407271, 1.043510, -0.675849], [1.059897, 2.181967, -1.188117], [1.350813, -1.198916, -0.844628], [-0.098439, -1.425106, 0.173364]], "forces_ev_per_angstrom": [[-1.1, 3.9, 0.4], [3.9, -0.8, -0.4], [-0.2, -0.8, 0.0], [-0.4, -2.6, 0.3], [-1.9, 1.2, 2.5], [-0.8, -1.0, -1.8], [0.4, -1.3, -0.6], [1.8, -0.9, 1.6], [0.3, -0.3, -1.9], [-2.2, 0.3, -0.1], [-0.7, 1.7, 0.3], [-0.4, 0.1, 0.3], [1.3, 0.5, -0.5]], "mulliken_charge": [-0.7770, -0.7827, -0.5800, -0.4718, 0.9385, 0.3227, 0.3110, 0.4228, 0.3956, 0.3145, 0.3619, 0.2935, 0.2510], "lumo_energy_ev": [-5.092, -6.653], "homo_lumo_gap_ev": [10.91, 7.40], "charge": 1, "fmax_ha_per_bohr": 0.0787, "e_homo_ev": [-15.999, -14.048]}

7.
{"formula": "C2H8N3O", "method": "ωB97M-V with the def2-TZVPD basis set", "species": ["C", "C", "N", "N", "N", "O", "H", "H", "H", "H", "H", "H", "H", "H"], "coordinates": [[-0.016595, -0.005561, -1.199462], [1.831790, 1.147154, -0.907539], [0.995398, 0.215538, -1.821600], [-1.110149, -0.370502, -0.729210], [-1.922635, -1.024147, 2.036828], [2.847437, 1.661303, -1.695259], [1.128489, 1.941806, -0.789019], [2.115877, 0.619632, 0.112008], [-1.721314, -0.987396, -1.258880], [-1.408891, -0.356690, 1.230421], [-2.065706, -2.057451, 1.792983], [-2.799124, -0.665944, 2.439598], [-1.240239, -0.943032, 2.785941], [3.365662, 0.825291, -1.996812]], "forces_ev_per_angstrom": [[-1.7, -2.3, -2.2], [0.6, -0.1, -0.4], [0.0, 0.4, 2.6], [0.7, 0.6, 0.9], [1.2, 0.5, -1.0], [1.4, -2.9, 0.2], [0.1, 0.9, 0.9], [-0.3, 0.9, -2.2], [0.2, 0.3, 0.0], [-2.1, -2.2, 0.8], [0.5, 1.9, 0.0], [0.2, 0.2, -0.6], [0.1, -0.5, 0.4], [-0.9, 2.3, 0.5]], "mulliken_charge": [0.6401, -0.3170, -0.2900, -0.7321, -0.5783, -0.4709, 0.3484, 0.2600, 0.2564, 0.3834, 0.3871, 0.3742, 0.3924, 0.3462], "lumo_energy_ev": -4.135, "homo_lumo_gap_ev": 9.16, "charge": 1, "fmax_ha_per_bohr": 0.0711, "e_homo_ev": -13.297}

8.
{"formula": "C2H8N3S2", "method": "ωB97M-V with the def2-TZVPD basis set", "species": ["C", "C", "N", "N", "N", "S", "S", "H", "H", "H", "H", "H", "H", "H", "H"], "coordinates": [[2.983297, 0.305793, -0.327252], [-2.846483, 0.663246, -0.099506], [1.755137, 0.783514, -0.163953], [-4.129938, 0.894436, 0.034588], [3.417597, -0.846645, 0.459088], [-2.193766, -0.883523, 0.138094], [0.531505, 0.112414, 0.646983], [3.131504, 0.148407, -1.347500], [3.600979, 1.099785, -0.016183], [-2.157497, 1.360666, -0.739844], [-4.802472, 0.195420, 0.296230], [-4.600382, 1.713428, -0.435629], [4.354167, -1.135035, 0.661059], [2.658152, -1.219164, 1.025082], [-0.108252, 1.331849, 0.435832]], "forces_ev_per_angstrom": [[2.6, -3.4, 2.6], [1.5, -1.4, -2.2], [-3.8, 0.4, 1.0], [-1.1, 2.5, -1.3], [-2.5, 0.2, -0.3], [0.2, 1.2, 0.5], [1.0, 2.3, -1.3], [0.5, -0.1, -2.2], [1.0, 1.8, 0.0], [-1.8, -0.5, 1.7], [0.3, -0.5, 0.4], [1.1, -1.0, 0.9], [0.2, 0.3, -0.1], [1.0, -0.3, 0.0], [-0.3, -1.4, 0.5]], "mulliken_charge": [-0.0369, 0.0863, -0.1515, -0.3343, -0.4121, -0.3022, 0.1338, 0.3001, 0.2988, 0.3136, 0.2383, 0.2784, 0.1923, 0.1378, 0.2576], "lumo_energy_ev": [-6.207, -6.206], "homo_lumo_gap_ev": [6.38, 6.39], "charge": 1, "fmax_ha_per_bohr": 0.0961, "e_homo_ev": [-12.590, -12.591]}

9.
{"formula": "C2H8N4", "method": "ωB97M-V with the def2-TZVPD basis set", "species": ["N", "C", "N", "H", "H", "H", "H", "N", "C", "N", "H", "H", "H", "H"], "coordinates": [[-1.225926, -1.481519, -0.120498], [-2.142482, -0.564318, 0.192010], [-1.878669, 0.640713, 0.566192], [-0.268970, -1.400752, 0.221230], [-1.414384, -2.479791, -0.211418], [-3.132464, -0.851155, -0.207334], [-2.712544, 1.198166, 0.692918], [0.851641, 0.595038, -0.520188], [2.051618, 0.925626, 0.035162], [3.165319, 0.338577, -0.237414], [0.011336, 1.147854, -0.325610], [0.957562, 0.085061, -1.391216], [2.107539, 1.804977, 0.689812], [3.630427, 0.041525, 0.616352]], "forces_ev_per_angstrom": [[2.1, -1.1, 0.5], [-0.9, 1.1, -1.3], [0.7, -0.5, 0.4], [-0.5, 0.6, 0.0], [-1.1, 0.2, -0.2], [0.1, -0.1, 0.8], [-0.5, -0.2, -0.3], [1.5, 1.3, -0.3], [0.0, 0.1, 0.0], [-0.8, -1.7, -0.4], [0.1, -0.4, -0.1], [-0.5, -0.2, 0.3], [-1.0, -0.4, 0.7], [0.8, 1.2, -0.1]], "lowdin_spin": [0.1054, 0.4407, 0.0233, 0.0343, 0.1630, 0.1203, 0.0501, 0.0096, 0.0246, 0.0049, 0.0034, 0.0167, 0.0012, 0.0026], "multiplicity": 2, "lumo_energy_ev": [3.906, 3.770], "homo_lumo_gap_ev": [2.71, 9.20], "s_squared": 0.75, "charge": -1, "fmax_ha_per_bohr": 0.0466, "e_homo_ev": [1.193, -5.427]}